*i*
Computed, not measured: C3H8N4O in the gas phase, with the ωB97M-V functional and the def2-TZVPD basis.

ORCA input file:
```
! wB97M-V def2-TZVPD RIJCOSX def2/J DEFGRID3
* xyz 0 1
C -0.25303 0.39987 1.22071
C 1.52942 -0.61511 -1.16487
C 1.08721 0.51295 -2.08785
H -1.27533 -0.87559 -0.71085
H -1.10002 -1.04980 2.08467
H 0.39840 1.84739 2.31644
H -0.57857 1.70462 -0.37354
H 2.16084 -0.42514 -0.26872
H 1.67544 -1.54095 -1.77375
H 1.31835 1.58840 -1.98025
H 0.83932 0.36692 -3.06809
N -0.74819 -0.91292 1.05133
N -0.08364 1.00278 2.31509
N 0.07213 0.89700 -0.05578
N 0.29231 -0.08659 -1.12043
O -1.79353 -1.21299 0.07933
*
```

Computed properties:
SMILES string = [H]/N=C(/NO)NN1CC1
Kohn-Sham gap = 0.359 hartree


*ii*
Computed, not measured: C3H8N4O in the gas phase, with the ωB97M-V functional and the def2-TZVPD basis.

ORCA input file:
```
! wB97M-V def2-TZVPD RIJCOSX def2/J DEFGRID3
* xyz 0 1
C 1.21262 1.11265 0.52521
C 0.68128 -1.19084 -0.22793
C -1.48689 -0.21969 -0.27469
H 2.12848 1.71182 0.50537
H 0.43343 1.54945 -0.09780
H 0.77073 0.95810 1.55404
H 3.24261 -0.25309 -0.94512
H 1.21020 -2.12874 -0.33532
H -3.43000 -0.06101 0.19755
H -2.56096 -1.34432 0.90971
H -2.12926 1.43266 -0.94090
N 1.53304 -0.14388 -0.16086
N -0.59995 -1.28218 -0.20559
N -2.53039 -0.38359 0.63346
N -1.34149 0.75699 -1.07326
O 2.86653 -0.51432 -0.06387
*
```

Computed properties:
SMILES string = [H]/N=C(N)/N=C\N(C)O
Kohn-Sham gap = 0.357 hartree


Which structure is the most stable? The one labeled *ii*.


*i*
Computed, not measured: a 3-piece molecular cluster, C4H16N2O2 overall, with the ωB97M-V functional and the def2-TZVPD basis.

ORCA input file:
```
! wB97M-V def2-TZVPD RIJCOSX def2/J DEFGRID3
* xyz 0 1
C 1.48478 2.71540 -0.14852
N 0.04814 2.50112 0.06287
C 0.08345 1.08108 -2.09222
C -0.61391 1.53361 -0.79829
C -0.87984 0.24300 0.04143
N -2.23317 -0.30052 -0.03322
H 1.76092 3.64546 0.31450
H 2.01162 1.86429 0.30212
H 1.80925 2.55540 -1.17852
H -0.41357 3.39400 0.03748
H 1.05584 0.63770 -1.86558
H 0.23019 1.91924 -2.77387
H -0.48047 0.27677 -2.56639
H -1.60648 1.82841 -1.15553
H -0.26590 -0.61937 -0.22314
H -0.79625 0.61822 1.05872
H -2.94162 0.22257 0.44153
H -2.42305 -0.81299 -0.87430
H 1.69204 -3.03345 1.13296
H 0.95790 -2.55948 2.43785
O 1.70805 -3.05127 2.09267
H -0.77489 -4.53662 1.86331
H 0.65836 -4.96420 2.26194
O -0.07138 -5.15837 1.66222
*
```

Computed properties:
SMILES string = CN[C@@H](C)CN.O.O
Kohn-Sham gap = 0.333 hartree


*ii*
Computed, not measured: a 3-piece molecular cluster, C4H16N2O2 overall, with the ωB97M-V functional and the def2-TZVPD basis.

ORCA input file:
```
! wB97M-V def2-TZVPD RIJCOSX def2/J DEFGRID3
* xyz 0 1
C 1.03794 1.65240 1.95722
N 0.50867 0.73587 0.81004
C 0.54226 1.40257 -0.51678
C 0.96016 0.44132 -1.73041
C -0.02174 -0.83193 -1.86170
N -1.39622 -0.38531 -1.85025
H 0.53074 2.57191 1.95120
H 0.89575 1.14881 2.99729
H 2.14607 1.80057 1.83947
H -0.49582 0.53114 1.10132
H 1.14018 2.32950 -0.54134
H -0.54437 1.65438 -0.61092
H 1.98711 -0.02352 -1.32050
H 1.31933 0.97143 -2.55037
H 0.18925 -1.38206 -0.82871
H 0.14400 -1.55362 -2.57077
H -1.56603 0.08270 -0.96666
H -1.78806 0.10038 -2.61006
H 1.56639 -1.90214 1.37429
H 1.28677 -3.34234 1.86435
O 0.93411 -2.64542 1.37394
H -2.00320 -0.80805 1.16118
H -2.96372 0.08612 0.48864
O -2.27701 0.05726 1.05271
*
```

Computed properties:
SMILES string = CNCCCN.O.O
Kohn-Sham gap = 0.338 hartree


*iii*
Computed, not measured: a 3-piece molecular cluster, C4H16N2O2 overall, with the ωB97M-V functional and the def2-TZVPD basis.

ORCA input file:
```
! wB97M-V def2-TZVPD RIJCOSX def2/J DEFGRID3
* xyz 0 1
C -0.47754 -3.08562 0.94575
N -0.00823 -2.01012 1.78678
C 0.58480 -0.95917 0.90607
C -0.02337 -0.19539 -0.32834
N 0.21456 1.30591 -0.36262
C -0.65170 1.99419 -1.40932
H 0.08099 -3.17668 -0.11828
H -1.59120 -3.00021 0.74731
H -0.23597 -4.16249 1.32940
H 0.75357 -2.28206 2.39350
H 0.83463 -0.09469 1.66344
H 1.71492 -1.34263 0.63566
H 0.47091 -0.64754 -1.24532
H -1.08054 -0.53041 -0.44125
H 0.17380 1.68708 0.69728
H -0.00160 2.06041 -2.30776
H -1.54725 1.46368 -1.88387
H -0.82942 2.99311 -1.22638
H 1.88255 0.93152 -3.29018
H 1.81801 2.36059 -2.95498
O 1.88918 1.82025 -3.71440
H -1.90547 2.34445 2.62773
H -0.82254 1.04997 3.17572
O -1.24307 1.47586 2.37404
*
```

Computed properties:
SMILES string = CNCCNC.O.O
Kohn-Sham gap = 0.331 hartree


Which structure is the most stable? The one labeled *i*.


*i*
Computed, not measured: a 2-piece molecular cluster, C5H14 overall, with the ωB97M-V functional and the def2-TZVPD basis.

ORCA input file:
```
! wB97M-V def2-TZVPD RIJCOSX def2/J DEFGRID3
* xyz 0 1
C 2.02958 -0.25352 -0.96046
C 2.28750 0.02707 -2.41052
H 0.94751 -0.30151 -0.86573
H 2.68345 -1.04072 -0.37007
H 2.22688 0.68517 -0.33175
H 3.36413 0.02340 -2.64035
H 1.95943 1.07820 -2.74348
H 1.80606 -0.54844 -3.18775
C -1.51525 -0.37299 0.74011
C -2.00216 1.07019 0.57723
C -1.26610 -0.75734 2.19549
H -2.59685 -0.88377 0.42908
H -0.49287 -0.67813 0.29355
H -1.79043 1.51105 -0.53769
H -1.99095 -1.53221 2.57623
H -1.32204 1.76182 1.19515
H -2.98719 1.39018 0.78125
H -0.20491 -1.33308 2.43708
H -1.13579 0.15462 2.82261
*
```

Computed properties:
SMILES string = CCC.CC
Kohn-Sham gap = 0.436 hartree


*ii*
Computed, not measured: a 2-piece molecular cluster, C5H14 overall, with the ωB97M-V functional and the def2-TZVPD basis.

ORCA input file:
```
! wB97M-V def2-TZVPD RIJCOSX def2/J DEFGRID3
* xyz 0 1
C 0.78174 -1.80021 0.80838
C 0.71347 -1.63351 2.27882
C 1.42482 -0.59342 0.10331
H 1.26450 -2.62234 0.59536
H -0.25312 -1.85040 0.43496
H 0.57192 -0.52179 2.54442
H 1.62704 -1.78754 2.80803
H 2.46285 -0.92686 -0.16915
H 0.84241 -0.16524 -0.68061
H -0.09100 -2.35871 2.73381
H 1.64275 0.19298 0.87382
C -0.95089 1.12913 -1.53101
C -1.86049 2.40203 -1.55585
H 0.00323 1.30561 -1.96441
H -0.95827 0.94814 -0.38842
H -1.40553 0.30710 -2.20042
H -1.17675 3.13669 -0.93087
H -2.79179 2.05592 -1.29359
H -1.84689 2.78240 -2.46658
*
```

Computed properties:
SMILES string = CCC.CC
Kohn-Sham gap = 0.447 hartree


Which structure is the most stable? The one labeled *ii*.


*i*
Computed, not measured: a 2-piece molecular cluster, C5H14 overall, with the ωB97M-V functional and the def2-TZVPD basis.

ORCA input file:
```
! wB97M-V def2-TZVPD RIJCOSX def2/J DEFGRID3
* xyz 0 1
C -1.68047 -0.78340 1.43929
C -2.39697 -0.49030 0.19299
H -2.18498 -0.89454 2.48624
H -0.92113 -1.61181 1.60238
H -0.95463 -0.08858 1.70925
H -1.69661 0.26773 -0.42014
H -3.21960 0.11003 0.14257
H -2.66934 -1.39894 -0.44360
C 1.66122 0.85146 -0.92006
C 1.06740 1.16242 0.49974
C 1.58554 -0.60411 -1.54646
H 1.23557 1.54733 -1.58570
H 2.65889 1.14021 -0.93202
H -0.07629 1.55723 0.60796
H 1.57268 1.87577 1.21499
H 2.36420 -0.48528 -2.30638
H 2.09566 -1.48458 -0.92834
H 1.02628 0.20431 1.05433
H 0.53260 -0.87493 -1.86701
*
```

Computed properties:
SMILES string = CCC.CC
Kohn-Sham gap = 0.445 hartree


*ii*
Computed, not measured: a 2-piece molecular cluster, C5H14 overall, with the ωB97M-V functional and the def2-TZVPD basis.

ORCA input file:
```
! wB97M-V def2-TZVPD RIJCOSX def2/J DEFGRID3
* xyz 0 1
C -2.76483 0.06628 -1.05605
C -1.59725 -0.92338 -1.00815
H -2.71262 0.96255 -1.67107
H -3.72350 -0.45786 -1.12547
H -2.81002 0.54818 -0.08562
H -0.86836 -0.64767 -1.77916
H -1.80481 -1.98175 -1.16730
H -1.08228 -0.89401 -0.05488
C 1.54657 0.55083 0.05428
C 0.94729 1.19399 1.34502
C 2.12753 -0.79753 0.47106
H 2.40024 1.16451 -0.23180
H 0.74254 0.52509 -0.67099
H 0.23031 1.98243 1.08419
H 0.60783 0.54166 2.15157
H 1.46534 -1.67473 0.55666
H 2.53261 -0.78088 1.49584
H 1.77217 1.78471 1.77714
H 2.99127 -1.16239 -0.08527
*
```

Computed properties:
SMILES string = CCC.CC
Kohn-Sham gap = 0.455 hartree


*iii*
Computed, not measured: a 2-piece molecular cluster, C5H14 overall, with the ωB97M-V functional and the def2-TZVPD basis.

ORCA input file:
```
! wB97M-V def2-TZVPD RIJCOSX def2/J DEFGRID3
* xyz 0 1
C -0.98537 -1.90148 -0.37084
C -1.63029 -3.18399 -0.88833
H 0.05991 -1.75761 -0.64658
H -1.55593 -0.89565 -0.77911
H -1.27393 -1.73423 0.73175
H -2.42513 -3.50708 -0.37361
H -0.74748 -3.87140 -0.85972
H -1.92887 -2.96440 -1.88931
C 0.69143 1.36093 0.13947
C 0.00806 2.53698 0.77183
C 2.22216 1.38857 0.26335
H 0.43334 1.22385 -0.83653
H 0.33149 0.42723 0.75800
H -0.95025 2.68737 0.25339
H -0.43262 2.27712 1.66092
H 2.37040 1.47948 1.38846
H 0.68643 3.37333 0.94591
H 2.44505 2.49440 0.01249
H 2.68160 0.56660 -0.28153
*
```

Computed properties:
SMILES string = CCC.CC
Kohn-Sham gap = 0.432 hartree


*iv*
Computed, not measured: a 2-piece molecular cluster, C5H14 overall, with the ωB97M-V functional and the def2-TZVPD basis.

ORCA input file:
```
! wB97M-V def2-TZVPD RIJCOSX def2/J DEFGRID3
* xyz 0 1
C -0.85919 0.04914 2.92424
C -0.17245 -0.86921 1.97524
H -0.97983 -0.36164 4.03189
H -0.31348 0.95874 2.97078
H -1.85725 0.24686 2.63015
H -0.94219 -1.50432 1.48860
H 0.92742 -1.27975 2.40760
H 0.05896 -0.18203 1.08872
C 0.81560 0.00553 -1.43511
C 0.49983 1.53060 -1.31181
C -0.22071 -0.78692 -2.22522
H 1.73185 -0.01531 -2.23239
H 1.39902 -0.37502 -0.60407
H 1.22508 2.11335 -1.89090
H -1.28937 -0.44241 -1.97485
H 0.01985 -0.78598 -3.37599
H 0.38010 2.07789 -0.39330
H -0.54092 1.80464 -1.77176
H -0.19770 -1.82987 -1.93853
*
```

Computed properties:
SMILES string = CCC.CC
Kohn-Sham gap = 0.425 hartree


Which structure is the most stable? The one labeled *ii*.


*i*
Computed, not measured: a 2-piece molecular cluster, C5H14 overall, with the ωB97M-V functional and the def2-TZVPD basis.

ORCA input file:
```
! wB97M-V def2-TZVPD RIJCOSX def2/J DEFGRID3
* xyz 0 1
C 0.22337 -2.11615 -2.03366
C -0.45547 -2.87101 -0.90370
H 1.06799 -2.63250 -2.40063
H -0.33456 -1.75861 -2.87114
H 0.63421 -1.18789 -1.51427
H -1.15816 -3.55493 -1.62626
H 0.05965 -3.48052 -0.20720
H -0.87714 -2.02574 -0.42805
C 0.66866 1.79027 1.35651
C -0.53392 2.74484 1.57682
C 0.24945 0.73780 0.34464
H 1.56901 2.46613 1.06744
H 0.92567 1.34463 2.34155
H -0.84959 3.44718 0.75882
H -0.83200 0.87491 0.27188
H -0.29918 3.45574 2.39172
H -1.47732 2.16051 1.78889
H 0.62944 0.81712 -0.66018
H 0.78989 -0.21179 0.74679
*
```

Computed properties:
SMILES string = CCC.CC
Kohn-Sham gap = 0.437 hartree


*ii*
Computed, not measured: a 2-piece molecular cluster, C5H14 overall, with the ωB97M-V functional and the def2-TZVPD basis.

ORCA input file:
```
! wB97M-V def2-TZVPD RIJCOSX def2/J DEFGRID3
* xyz 0 1
C 1.29016 -1.88097 -0.91004
C 1.23780 -2.08819 -2.44765
H 1.42796 -0.89710 -0.60500
H 0.41855 -2.38376 -0.50699
H 2.18661 -2.39307 -0.57673
H 1.58181 -3.08058 -2.41456
H 1.96839 -1.49395 -3.00258
H 0.29253 -1.76151 -2.86938
C -1.10064 0.94320 1.62768
C -2.17487 1.75686 0.80860
C 0.43602 1.52331 1.38035
H -1.36240 0.93866 2.69341
H -1.15034 -0.02445 1.26745
H -2.94518 2.26963 1.28502
H 0.87578 1.56262 0.30803
H 0.48536 2.62565 1.66603
H -2.80772 0.98205 0.12955
H -1.74634 2.55984 0.16913
H 1.08653 0.84177 1.99768
*
```

Computed properties:
SMILES string = CCC.CC
Kohn-Sham gap = 0.446 hartree


Which structure is the most stable? The one labeled *ii*.